[1]
Formula: C3H5NO2
Source: the OMol25 dataset
Level of theory: ωB97M-V/def2-TZVPD

The SMILES is NC(=O)CC=O. As for the frontier orbital gap: 10.7 eV. The calculation puts the energy above the lowest of the compared OMol25 structures with the same formula, charge and spin at 15.8 kcal/mol. Its multiplicity is 1.

Each line ends with the Mulliken charge.
Cartesian coordinates (Å):
N1 -1.786 -0.401 -0.088  -0.38
C1 -0.762 0.442 0.200  0.41
O1 -0.928 1.651 0.243  -0.59
C2 0.627 -0.062 0.546  -0.38
C3 1.612 -0.073 -0.601  0.03
O2 2.618 -0.739 -0.618  -0.47
H1 -1.700 -1.385 -0.277  0.21
H2 -2.676 0.052 -0.237  0.24
H3 0.711 -0.981 1.139  0.35
H4 0.903 0.845 1.099  0.22
H5 1.380 0.651 -1.407  0.35

[2]
Formula: C6H11NSi2
Source: the OMol25 dataset
Level of theory: ωB97M-V/def2-TZVPD

As for the frontier orbital gap: 8.4 eV. The calculation puts the energy above the lowest of the compared OMol25 structures with the same formula, charge and spin at 76.9 kcal/mol. Its multiplicity is 1.

Each line ends with the Mulliken charge.
Cartesian coordinates (Å):
C1 3.085 0.885 3.498  -0.20
C2 -0.448 -1.239 -3.141  0.46
C3 2.264 1.154 2.614  -0.67
C4 -0.429 -1.111 -1.935  -0.96
C5 1.224 1.689 -1.240  -1.07
C6 -2.426 -1.980 0.347  -1.02
N1 -0.863 0.496 0.379  -0.08
Si1 0.344 1.692 0.418  0.37
Si2 -0.696 -1.225 -0.079  0.31
H1 3.777 1.104 4.301  0.27
H2 -0.599 -1.368 -4.176  0.42
H3 0.665 1.165 -1.992  0.27
H4 1.390 2.611 -1.604  0.43
H5 2.126 1.111 -1.185  0.38
H6 -2.709 -1.841 1.369  0.36
H7 -3.297 -1.400 -0.167  0.29
H8 -2.494 -2.952 -0.193  0.30
H9 -1.442 0.413 1.172  0.27
H10 0.059 2.803 1.286  -0.07
H11 0.468 -2.008 0.329  -0.06

[3]
Formula: C39H69Br30F3NO2
Source: the OMol25 dataset
Level of theory: ωB97M-V/def2-TZVPD

As for the frontier orbital gap: 6.4 eV. As for the total charge: +1. Its multiplicity is 1.

Each line ends with the Mulliken charge.
Cartesian coordinates (Å):
C1 -1.581 -2.788 -4.216  -0.32
C2 -0.804 -2.287 -5.555  1.08
F1 -0.961 -3.258 -6.640  -0.19
C3 0.753 -2.155 -5.176  -0.77
C4 1.090 -0.865 -4.240  1.24
C5 0.251 0.454 -4.347  -0.05
N1 0.572 1.627 -3.541  0.69
F2 -0.210 2.729 -3.689  -0.18
C6 1.670 1.683 -2.584  -1.59
C7 2.586 0.425 -2.336  1.10
C8 2.269 -0.864 -3.189  1.10
C9 3.152 -2.210 -2.999  -0.57
O1 4.034 -2.557 -3.818  -0.48
O2 2.859 -2.959 -1.790  -0.11
F3 1.936 -2.275 -1.054  0.00
H1 -2.694 -2.965 -4.428  0.15
H2 -1.035 -3.754 -3.891  0.33
H3 -1.419 -1.950 -3.445  -0.25
H4 -1.275 -1.317 -5.939  -0.58
H5 1.307 -1.933 -6.174  0.32
H6 1.218 -3.109 -4.751  0.37
H7 -0.649 0.559 -5.063  -0.79
H8 1.905 2.615 -1.967  0.51
H9 3.450 0.405 -1.574  -0.60
Br1 -2.672 -6.150 -6.807  -0.14
C10 -1.383 -5.749 -8.213  -0.28
C11 -1.838 -6.294 -9.544  -0.60
Br2 -1.556 -8.220 -9.653  -0.15
H10 -0.423 -6.149 -7.888  0.40
H11 -1.326 -4.660 -8.244  -0.01
H12 -1.242 -5.874 -10.356  0.36
H13 -2.895 -6.116 -9.745  0.40
Br3 4.048 0.451 0.896  -0.13
C12 3.528 -1.287 1.604  -0.29
C13 3.510 -1.286 3.111  0.60
Br4 5.306 -1.394 3.864  -0.17
H14 4.212 -2.022 1.178  0.59
H15 2.523 -1.462 1.213  -0.01
H16 2.997 -2.174 3.487  -0.20
H17 3.045 -0.395 3.534  -0.20
Br5 5.078 2.462 4.427  -0.14
C14 3.532 3.633 4.254  -0.54
C15 2.439 3.246 5.216  -0.69
Br6 1.499 1.664 4.573  -0.02
H18 3.217 3.589 3.211  0.30
H19 3.907 4.634 4.474  0.39
H20 1.681 4.030 5.274  0.31
H21 2.798 3.022 6.221  0.41
Br7 -2.516 4.333 4.540  -0.18
C16 -2.935 3.016 3.165  -0.91
C17 -1.686 2.368 2.625  0.67
Br8 -0.754 3.551 1.385  -0.13
H22 -3.519 3.529 2.401  0.47
H23 -3.564 2.277 3.664  0.45
H24 -1.938 1.483 2.038  -0.43
H25 -0.971 2.093 3.400  -0.07
Br9 -0.972 -0.391 -1.438  0.02
C18 -2.767 0.011 -0.790  -0.73
C19 -3.792 -0.158 -1.884  -0.40
Br10 -3.757 1.347 -3.125  -0.06
H26 -2.737 1.019 -0.376  0.29
H27 -2.945 -0.703 0.016  0.46
H28 -4.801 -0.161 -1.469  0.18
H29 -3.646 -1.061 -2.477  0.38
Br11 -1.833 0.890 -6.943  -0.14
C20 -0.705 1.208 -8.502  -0.68
C21 -1.330 0.640 -9.752  -0.60
Br12 -1.119 -1.295 -9.827  -0.12
H30 0.275 0.785 -8.279  0.36
H31 -0.618 2.294 -8.574  0.44
H32 -0.821 1.017 -10.641  0.38
H33 -2.397 0.848 -9.834  0.37
Br13 -0.593 2.608 8.576  -0.17
C22 -2.138 3.778 8.373  -0.12
C23 -3.250 3.385 9.313  -0.42
Br14 -4.196 1.807 8.665  -0.17
H34 -2.428 3.744 7.323  0.01
H35 -1.770 4.778 8.611  0.27
H36 -4.008 4.169 9.363  0.10
H37 -2.904 3.157 10.321  0.44
Br15 -1.168 -1.082 6.608  -0.13
C24 -0.973 -2.328 5.123  -0.71
C25 0.193 -1.950 4.245  -0.08
Br16 -0.251 -0.439 3.093  -0.05
H38 -1.925 -2.346 4.593  0.38
H39 -0.803 -3.301 5.588  0.42
H40 0.441 -2.764 3.562  -0.22
H41 1.084 -1.669 4.808  0.45
Br17 5.842 -4.591 8.824  -0.14
C26 6.397 -4.955 6.991  -0.63
C27 5.495 -4.264 5.999  -0.50
Br18 3.798 -5.205 5.809  -0.10
H42 6.418 -6.039 6.874  0.37
H43 7.415 -4.567 6.920  0.39
H44 5.939 -4.278 5.002  0.29
H45 5.259 -3.236 6.272  0.34
Br19 -6.600 3.360 -1.679  -0.09
C28 -7.146 1.599 -1.049  0.27
C29 -7.290 1.577 0.452  -0.63
Br20 -5.544 1.496 1.315  -0.10
H46 -6.412 0.885 -1.423  -0.59
H47 -8.107 1.410 -1.531  0.31
H48 -7.811 0.676 0.779  0.37
H49 -7.805 2.452 0.849  0.42
Br21 -1.950 6.312 11.294  -0.14
C30 -3.495 7.483 11.090  -0.58
C31 -4.608 7.089 12.029  -0.56
Br22 -5.554 5.512 11.382  -0.12
H50 -3.784 7.449 10.039  0.36
H51 -3.127 8.482 11.328  0.36
H52 -5.366 7.873 12.078  0.34
H53 -4.262 6.861 13.037  0.37
Br23 4.082 -7.144 1.759  -0.14
C32 2.960 -5.677 1.138  -0.66
C33 2.602 -4.746 2.269  0.32
Br24 1.208 -5.508 3.398  -0.11
H54 2.091 -6.124 0.654  0.47
H55 3.561 -5.158 0.388  0.27
H56 2.178 -3.817 1.883  -0.32
H57 3.446 -4.512 2.920  0.15
Br25 7.876 0.603 0.488  -0.12
C34 8.369 0.219 -1.357  -0.61
C35 7.430 0.895 -2.326  -0.65
Br26 5.731 -0.057 -2.445  0.03
H58 8.391 -0.866 -1.462  0.37
H59 9.382 0.611 -1.468  0.39
H60 7.839 0.871 -3.338  0.35
H61 7.199 1.925 -2.057  0.37
Br27 5.870 2.166 -5.813  -0.12
C36 4.659 3.623 -6.267  -0.62
C37 3.854 4.057 -5.066  -0.68
Br28 2.410 2.798 -4.688  0.13
H62 4.044 3.279 -7.098  0.36
H63 5.305 4.434 -6.609  0.39
H64 3.356 5.010 -5.260  0.37
H65 4.447 4.142 -4.156  0.39
Br29 -5.865 -2.462 -4.885  -0.14
C38 -6.996 -1.027 -5.564  -0.56
C39 -7.467 -0.131 -4.446  -0.12
Br30 -8.910 -0.958 -3.428  -0.13
H66 -7.810 -1.496 -6.116  0.42
H67 -6.364 -0.473 -6.260  0.34
H68 -7.896 0.790 -4.846  0.41
H69 -6.679 0.120 -3.735  -0.18